Computed, not measured: the molecule C4H12N2 in a non-equilibrium geometry, with ωB97M-V with the def2-TZVPD basis set.

```
18
Properties=species:S:1:pos:R:3:lowdin_charge:R:1
C 1.9607 -1.2539 -0.0990 -0.141
N 0.6328 -1.1987 -0.7328 -0.105
C -0.3905 -0.3331 -0.0882 -0.423
C -1.4553 0.0524 -1.1121 -0.073
C 0.1278 0.8425 0.7755 -0.275
N -0.8579 1.7764 1.2501 -0.007
H 2.4798 -0.2887 -0.1041 0.066
H 2.6188 -1.9097 -0.6658 0.074
H 1.7810 -1.5299 0.9438 0.078
H 0.8121 -0.8024 -1.6580 0.095
H -0.8196 -1.0619 0.6118 0.130
H -2.3655 0.1886 -0.5244 0.071
H -1.2713 0.9382 -1.7200 0.079
H -1.6348 -0.7861 -1.7800 0.075
H 0.7897 1.3883 0.0888 0.117
H 0.6964 0.3993 1.5873 0.103
H -1.4492 2.1043 0.4836 0.062
H -1.5375 1.4411 1.9317 0.073
```

Output
Energy above the lowest of the compared OMol25 structures with the same formula, charge and spin (kJ/mol): 88.1
Strongest force on any atom (eV/Å): 1.7
Frontier orbital gap (eV): 9.51
Structure (SMILES): CN[C@H](C)CN
DFT total energy (a.u.): -269.082801
Multiplicity: 1
LUMO level (eV): 1.100


Computed, not measured: a structure of composition C4H13N3O in a non-equilibrium geometry, with ωB97M-V with the def2-TZVPD basis set.

```
21
Properties=species:S:1:pos:R:3:lowdin_charge:R:1
C 0.9405 -1.6721 0.0630 -0.430
C -0.7278 0.6078 0.9362 -0.504
C 0.3393 0.2602 -0.1019 -0.264
C 0.1489 0.9355 -1.4638 -0.103
N 2.2147 -1.9493 -0.3279 0.116
N -0.7290 2.0326 1.2530 0.042
N -2.0511 0.1668 0.4592 0.043
O -0.0368 -2.2277 -0.6809 -0.072
H -0.2239 -1.1360 -0.8784 0.133
H 0.8123 -1.6935 1.1475 0.129
H -0.4483 0.1062 1.8800 0.127
H 1.2863 0.6215 0.3097 0.106
H 2.9758 -1.7167 0.2905 0.100
H 2.4036 -1.9025 -1.3186 0.104
H -1.3577 2.2277 2.0263 0.065
H -2.7496 0.2898 1.1836 0.066
H -1.0700 2.5533 0.4512 0.064
H -2.0353 -0.8201 0.2146 0.063
H 0.8714 0.5482 -2.1881 0.072
H -0.8533 0.7485 -1.8520 0.070
H 0.2900 2.0196 -1.4029 0.073
```

Output
Energy above the lowest of the compared OMol25 structures with the same formula, charge and spin (kJ/mol): 364.2
Strongest force on any atom (eV/Å): 3.8
Frontier orbital gap (eV): 8.99
DFT total energy (a.u.): -399.608561
Multiplicity: 1
LUMO level (eV): 0.847


Computed, not measured: the ion C29H49N3O3P with charge +1 in a non-equilibrium geometry, with ωB97M-V with the def2-TZVPD basis set.

```
85
Properties=species:S:1:pos:R:3:lowdin_charge:R:1
H 3.7571 1.1232 2.8086 0.040
N 4.1187 1.8094 3.4816 0.108
C 3.3783 1.8176 4.5135 -0.217
C 2.1480 0.8875 4.7165 -0.107
C 1.2174 1.0546 3.4844 -0.136
C 1.4047 0.0813 2.4593 0.050
C 0.6478 0.1229 1.2948 -0.206
O 0.9395 -0.8711 0.3692 0.004
C -0.3377 1.1616 1.1111 0.020
C -1.1108 1.2449 -0.1096 -0.037
C -0.9637 0.3175 -1.2992 -0.081
C 0.3340 0.7777 -2.0739 -0.178
C 0.3166 0.3620 -3.5602 -0.197
C 1.5579 0.7818 -4.4024 -0.191
C 2.8708 1.0759 -3.6221 -0.206
C 3.7292 -0.1747 -3.2282 -0.191
C 2.9223 -1.4625 -2.9273 -0.233
C 3.7342 -2.5361 -2.1180 -0.179
C 2.7348 -3.7300 -1.8783 -0.201
C 2.4805 -4.0123 -0.3707 -0.206
C 1.0931 -4.7002 -0.1347 -0.220
C 0.5760 -4.5571 1.3261 -0.273
C 1.0151 -5.7161 2.2798 -0.110
N -2.0068 2.2349 -0.2410 -0.035
O -2.7293 2.3791 -1.3916 -0.036
C -4.1183 1.9979 -1.2023 -0.144
C -4.5115 0.6426 -1.8478 -0.183
C -5.9087 0.1495 -1.3247 -0.240
C -6.0580 -1.3597 -1.7234 -0.110
C -2.1994 3.1719 0.7427 -0.030
C -1.5351 3.1808 1.9457 -0.205
P -2.0763 4.5665 3.0872 0.864
N -1.5829 6.0292 2.2773 -0.171
O -3.7327 4.6025 2.9659 -0.293
C -0.5170 2.1405 2.1868 -0.059
C 0.2556 2.1000 3.3937 -0.138
C 0.1885 3.0667 4.5752 -0.072
H 3.6800 2.5402 5.2978 0.113
H 1.5447 1.1492 5.5975 0.105
H 2.5026 -0.1555 4.7338 0.120
H 2.1723 -0.6982 2.5667 0.139
H 0.3277 -1.5968 0.5873 0.116
H -0.8618 -0.7345 -0.9796 0.125
H -1.8024 0.3395 -2.0068 0.100
H 1.2548 0.4847 -1.5433 0.094
H 0.3171 1.8939 -2.0246 0.132
H -0.6379 0.6895 -4.0242 0.116
H 0.2692 -0.7513 -3.5751 0.109
H 1.3116 1.7080 -4.9648 0.109
H 1.7617 0.0226 -5.1849 0.116
H 2.7365 1.7268 -2.7357 0.100
H 3.5049 1.6752 -4.3111 0.109
H 4.2829 0.0904 -2.3003 0.110
H 4.4852 -0.3921 -4.0073 0.115
H 2.5815 -1.9225 -3.8766 0.120
H 2.0180 -1.2748 -2.3113 0.083
H 4.5966 -2.8273 -2.7420 0.111
H 4.0367 -2.1009 -1.1455 0.107
H 3.0830 -4.6571 -2.3754 0.117
H 1.7507 -3.4683 -2.3249 0.093
H 2.5059 -3.1140 0.2730 0.088
H 3.2485 -4.7407 -0.0356 0.119
H 1.1253 -5.7831 -0.3657 0.112
H 0.3288 -4.2557 -0.8119 0.100
H 0.9033 -3.5959 1.7847 0.084
H -0.5344 -4.5320 1.3614 0.098
H 1.9413 -5.4360 2.8199 0.072
H 0.2520 -5.8361 3.0784 0.069
H 1.0919 -6.6959 1.7803 0.073
H -4.4506 1.9816 -0.1483 0.130
H -4.7188 2.7768 -1.7144 0.142
H -4.6357 0.7965 -2.9343 0.127
H -3.7982 -0.1600 -1.5913 0.096
H -5.9444 0.1873 -0.2197 0.107
H -6.7270 0.7319 -1.7905 0.114
H -5.0923 -1.8529 -1.5025 0.067
H -6.2424 -1.4919 -2.8054 0.078
H -6.8745 -1.8633 -1.1802 0.075
H -2.9448 3.9489 0.5179 0.140
H -2.1932 6.1809 1.4678 0.034
H -0.6181 5.9727 1.9553 0.041
H -4.0594 5.3047 3.5485 0.061
H 0.9836 2.9522 5.3235 0.068
H -0.7774 2.9273 5.0952 0.084
H 0.2830 4.0959 4.1807 0.061
```

Output
Strongest force on any atom (eV/Å): 2.2
Frontier orbital gap (eV): 7.40
Total charge: +1
Structure (SMILES): [H]/N=C\Cc1cc(O)c2c(CCCCCCCCCCCCC)[n+](OCCCC)cc(P(N)O)c2c1C
DFT total energy (a.u.): -1865.432866
Multiplicity: 1
LUMO level (eV): -3.957


Computed, not measured: a structure of composition C37H76BeF3N4O15S2V2 in a non-equilibrium geometry, with ωB97M-V with the def2-TZVPD basis set.

```
140
Properties=species:S:1:pos:R:3:lowdin_charge:R:1
Be -0.5751 -1.8570 -5.5400 0.496
O -4.8717 1.9352 1.7294 -0.194
V -3.8988 3.0649 1.0867 1.351
O -4.6905 4.5060 1.1899 -0.207
O 4.2008 -4.9171 2.6968 -0.168
V 4.2728 -3.6122 1.8262 1.347
O 5.1238 -2.5616 2.7146 -0.205
C 2.3374 -8.9024 -3.4553 -0.634
F 1.1972 -9.1257 -2.7891 0.117
F 3.3781 -9.4848 -2.8460 0.127
F 2.2194 -9.3951 -4.6978 0.128
S 2.6063 -6.9828 -3.4939 0.547
O 3.9527 -6.8400 -4.0441 -0.320
O 1.5021 -6.3753 -4.3010 -0.331
O 2.5029 -6.4842 -2.0788 -0.367
S 0.4697 -0.1162 -0.9263 0.181
O 1.2227 -0.8982 0.0613 -0.319
O 1.2167 0.1198 -2.1379 -0.149
O -0.5961 -0.9039 -1.4617 -0.138
O -0.1391 1.1167 -0.4042 -0.315
C -1.0875 5.6529 7.4427 -0.048
C -1.7781 6.3949 6.3383 -0.466
C -1.6875 7.8867 6.7696 -0.153
C -0.3823 8.5668 6.4954 -0.172
C -0.0971 8.4173 4.9650 -0.135
C -0.0728 6.9682 4.4684 -0.467
N -1.2062 6.1596 4.9280 -0.128
O -1.0729 4.8349 4.7246 -0.020
C -0.0764 7.0229 2.8833 -0.032
C 1.3375 6.3465 4.9082 -0.009
C -3.2294 5.9617 6.3155 -0.048
H -1.2205 4.5759 7.3398 0.089
H -1.3913 6.0167 8.4242 0.096
H -0.0066 5.7732 7.5146 0.083
H -2.5437 8.5131 6.5190 0.124
H -1.7824 7.8775 7.8555 0.109
H 0.4082 8.2240 7.1631 0.107
H -0.3680 9.6545 6.5650 0.114
H 0.8248 8.9617 4.7604 0.123
H -0.8818 8.9576 4.4354 0.119
H -1.0089 7.4615 2.5282 0.077
H 0.8173 7.4097 2.3936 0.081
H -0.0948 5.9825 2.5589 0.061
H 1.3347 5.2565 4.9061 0.069
H 2.0905 6.7640 4.2398 0.085
H 1.6064 6.6420 5.9224 0.071
H -3.7178 6.0569 7.2853 0.090
H -3.3367 4.9024 6.0823 0.076
H -3.9662 6.4486 5.6766 0.083
H -0.2252 4.7530 5.1677 0.061
C -1.2560 -5.3485 3.8782 -0.041
C -1.2245 -4.9773 5.3661 -0.520
C -0.4376 -6.1328 5.9225 -0.168
C -0.0644 -6.0680 7.4239 -0.171
C 0.5345 -4.7249 7.7588 -0.143
C -0.1728 -3.4696 7.1951 -0.454
N -0.4392 -3.7689 5.7169 -0.115
O -0.8692 -2.6569 5.0486 -0.026
C -1.3869 -3.0593 8.0036 -0.044
C 0.8329 -2.2894 7.2945 -0.046
C -2.6674 -4.9571 5.9453 -0.008
H -1.9202 -4.6344 3.3914 0.079
H -1.7606 -6.3122 3.8096 0.090
H -0.2887 -5.3410 3.3757 0.080
H -1.0646 -7.0244 5.9174 0.120
H 0.4358 -6.4056 5.3300 0.117
H 0.5885 -6.9180 7.6224 0.115
H -0.9667 -6.2546 8.0061 0.104
H 1.6014 -4.7282 7.5356 0.114
H 0.4823 -4.6578 8.8455 0.120
H -2.1618 -2.5345 7.4448 0.089
H -1.9245 -3.8953 8.4511 0.071
H -1.0401 -2.5500 8.9027 0.085
H 0.5450 -1.4840 6.6188 0.070
H 1.0356 -1.8390 8.2661 0.085
H 1.8279 -2.5256 6.9172 0.070
H -3.2107 -5.8223 5.5654 0.088
H -3.1191 -3.9958 5.7001 0.087
H -2.5514 -5.1327 7.0147 0.058
H -0.2211 -2.6053 4.3422 0.103
C -6.6015 -6.4248 -6.2504 -0.054
C -5.1051 -6.4662 -6.1305 -0.477
C -4.6814 -7.9396 -6.2824 -0.146
C -4.4446 -8.5252 -7.6920 -0.182
C -3.7743 -7.5138 -8.6040 -0.139
C -4.2937 -6.0488 -8.6195 -0.460
N -4.3561 -5.6605 -7.1496 -0.117
O -4.6443 -4.3065 -6.9462 -0.024
C -3.1799 -5.1267 -9.2507 -0.031
C -5.6112 -5.8416 -9.2989 -0.038
C -4.6937 -6.0712 -4.6374 -0.024
H -6.8865 -5.3728 -6.2591 0.077
H -7.2175 -6.6527 -5.3805 0.089
H -6.9968 -7.0263 -7.0689 0.079
H -3.8058 -8.0585 -5.6442 0.109
H -5.3325 -8.7172 -5.8828 0.118
H -5.4066 -8.9180 -8.0214 0.101
H -3.8724 -9.4520 -7.7346 0.114
H -3.7392 -7.9969 -9.5805 0.118
H -2.7125 -7.6000 -8.3730 0.122
H -3.4977 -4.1319 -9.5629 0.072
H -2.3964 -4.8572 -8.5424 0.073
H -2.6058 -5.6096 -10.0415 0.078
H -6.0783 -4.8572 -9.3250 0.094
H -5.4960 -6.2174 -10.3156 0.092
H -6.2433 -6.6820 -9.0120 0.072
H -3.6343 -5.8151 -4.6209 0.078
H -4.7874 -6.9337 -3.9774 0.076
H -5.2020 -5.2456 -4.1394 0.070
H -5.5490 -4.3146 -7.2672 0.063
C 3.1920 6.8922 -4.9727 -0.050
C 4.7085 6.7700 -4.6304 -0.457
C 4.9362 8.1341 -3.8444 -0.140
C 6.1677 8.1027 -2.9153 -0.156
C 6.4272 6.7761 -2.1010 -0.109
C 6.0665 5.5049 -2.8864 -0.514
N 4.9235 5.5695 -3.7620 -0.112
O 4.7468 4.3139 -4.3826 -0.014
C 7.3595 5.0870 -3.6799 -0.017
C 5.6499 4.4739 -1.8262 -0.050
C 5.5509 6.8533 -5.8940 -0.044
H 2.8850 6.0800 -5.6316 0.075
H 3.0624 7.8070 -5.5511 0.078
H 2.4988 6.9265 -4.1323 0.079
H 5.0767 8.9108 -4.5962 0.112
H 4.0585 8.4937 -3.3073 0.104
H 6.1429 8.9484 -2.2281 0.105
H 6.9355 8.2743 -3.6697 0.097
H 5.8335 6.8077 -1.1874 0.109
H 7.5035 6.8363 -1.9401 0.113
H 8.2465 5.0580 -3.0472 0.076
H 7.2656 4.1168 -4.1677 0.078
H 7.6415 5.8630 -4.3915 0.066
H 4.6977 4.7993 -1.4071 0.086
H 5.5298 3.4276 -2.1070 0.076
H 6.3199 4.5245 -0.9679 0.082
H 5.1300 7.6095 -6.5567 0.084
H 5.6468 5.8934 -6.4015 0.087
H 6.5884 7.1641 -5.7711 0.070
H 4.3000 3.7477 -3.7490 0.088
```

Output
Strongest force on any atom (eV/Å): 5.8
Frontier orbital gap (eV): 1.57
Total charge: +1
DFT total energy (a.u.): -5800.522799
Multiplicity: 1
LUMO level (eV): -7.864